(1)
{"formula": "H6O2S2", "method": "ωB97M-V with the def2-TZVPD basis set", "species": ["S", "S", "H", "H", "H", "H", "O", "H", "H", "O"], "coordinates": [[2.683720, 2.743353, 1.966466], [1.217360, 1.074794, 2.270555], [1.812439, 3.760382, 2.057583], [1.121802, 0.725366, 0.980591], [1.846882, 2.570786, -1.690208], [3.278492, 2.568029, -2.165903], [2.478547, 2.059216, -2.193915], [-4.516333, -4.618807, 0.062393], [-4.871798, -5.538667, -1.101061], [-5.051112, -5.344454, -0.186502]], "forces_ev_per_angstrom": [[1.67, 2.00, -0.43], [-1.70, -1.93, 0.35], [0.00, -0.09, -0.03], [0.01, 0.06, 0.02], [-0.12, 0.09, 0.41], [0.59, 0.35, 0.21], [-0.45, -0.48, -0.54], [0.92, 1.14, 0.24], [0.21, 0.06, -0.40], [-1.12, -1.20, 0.16]], "mulliken_charge": [-0.564, -0.525, 0.060, 0.037, 0.321, 0.309, -0.637, 0.326, 0.315, -0.642], "charge": -1, "relative_energy_kj_mol": 0.00, "e_homo_ev": [-0.373, -3.897], "total_energy_ha": -950.43469, "multiplicity": 2, "lumo_energy_ha": [0.09642, 0.09610], "orbital_gap_ev": [3.0, 6.5], "s2": 0.754}


(2)
{"formula": "H6O2Si2", "method": "ωB97M-V with the def2-TZVPD basis set", "species": ["O", "O", "Si", "Si", "H", "H", "H", "H", "H", "H"], "coordinates": [[1.339617, 0.924743, -0.693478], [-0.203712, 1.290110, 1.430301], [-0.690415, -1.349529, -0.344091], [-0.173505, 0.853340, -0.126074], [2.090528, 0.608142, -0.198478], [0.547105, 1.308616, 2.099105], [0.557244, -2.179596, -0.427423], [-1.299501, -1.538991, 1.002896], [-1.218994, -1.794508, -1.750024], [-0.948368, 1.877674, -0.992735]], "forces_ev_per_angstrom": [[1.17, 0.59, -0.73], [1.05, 0.40, 2.49], [0.16, -0.99, -1.05], [-0.39, 0.98, -1.27], [0.13, -0.19, 0.06], [-1.63, -0.12, -1.72], [-0.03, 0.35, 0.44], [-0.50, -0.68, -0.44], [-0.36, 0.43, 1.41], [0.40, -0.78, 0.80]], "mulliken_charge": [-0.458, -0.471, 0.234, 0.424, 0.309, 0.329, -0.112, -0.082, -0.068, -0.105], "smiles": "O[SiH](O)[SiH3]", "charge": 0, "relative_energy_kj_mol": 109.84, "e_homo_ev": -9.477, "total_energy_ha": -733.09109, "lumo_energy_ha": 0.01415, "orbital_gap_ev": 9.9}


(3)
{"formula": "H6O3", "method": "ωB97M-V with the def2-TZVPD basis set", "species": ["O", "H", "H", "O", "H", "H", "O", "H", "H"], "coordinates": [[0.438487, -0.705893, 1.343420], [-0.260005, -0.937133, 0.688917], [0.005564, -0.208957, 2.048308], [-1.564740, -0.812416, -0.673799], [-0.812011, -0.783870, -1.298107], [-2.060926, 0.021584, -0.831985], [1.152636, 1.215409, -0.710051], [1.978621, 1.688353, -0.554201], [1.122377, 0.522926, -0.012498]], "forces_ev_per_angstrom": [[0.39, -0.30, -0.12], [-0.22, 0.32, 0.36], [-0.25, 0.01, -0.21], [0.13, -0.26, 0.16], [-0.20, 0.17, -0.21], [0.12, -0.02, 0.00], [0.21, -0.21, 0.20], [-0.01, -0.03, -0.01], [-0.17, 0.33, -0.17]], "mulliken_charge": [-1.789, 0.408, 0.581, -1.331, 0.561, 0.581, -0.968, 0.527, 0.429], "charge": -1, "relative_energy_kj_mol": 26.98, "e_homo_ev": [1.182, -6.854], "total_energy_ha": -229.27472, "multiplicity": 2, "lumo_energy_ha": [0.15925, 0.15572], "orbital_gap_ev": [3.2, 11.1], "s2": 0.750}


(4)
{"formula": "H6O3", "method": "ωB97M-V with the def2-TZVPD basis set", "species": ["O", "H", "H", "O", "H", "H", "O", "H", "H"], "coordinates": [[5.625130, 13.926761, 24.727581], [5.257092, 14.016077, 25.659203], [4.852224, 13.895875, 24.238785], [3.429430, 13.861673, 23.141707], [3.798643, 13.872900, 22.310358], [2.952118, 13.142805, 22.929092], [7.776201, 12.625811, 23.682068], [8.042568, 13.143493, 22.988555], [6.875311, 12.964319, 24.055767]], "forces_ev_per_angstrom": [[1.50, 0.44, 3.87], [1.11, -0.21, -1.61], [-2.68, -0.15, -2.01], [0.99, 3.04, 2.63], [2.39, 1.41, -3.14], [-3.59, -4.44, 0.28], [-2.78, -1.81, 3.46], [0.74, 2.15, -2.52], [2.33, -0.41, -0.96]], "mulliken_charge": [-0.695, 0.331, 0.389, -0.640, 0.301, 0.293, -0.660, 0.276, 0.405], "smiles": "O.O.O", "charge": 0, "relative_energy_kj_mol": 103.22, "e_homo_ev": -10.368, "total_energy_ha": -229.28576, "lumo_energy_ha": 0.01575, "orbital_gap_ev": 10.8}